1.
Here is a molecular structure, C31H37N7O2SeSiSr in a non-equilibrium geometry from the Open Molecules 2025 dataset. Energies are from ωB97M-V/def2-TZVPD.

Structure (XYZ):
```
80
Properties=species:S:1:pos:R:3:forces:R:3
Sr -0.108 0.598 1.931 -0.12 -0.05 -0.01
C 1.235 -6.706 -0.555 -0.51 0.39 0.36
C 1.212 -5.201 -0.236 0.12 -1.63 -0.23
C 1.677 -4.331 -1.175 -0.06 0.22 1.18
C 1.659 -2.959 -0.858 -0.66 1.19 0.77
C 2.156 -2.093 -1.846 0.05 -0.27 -0.94
N 2.112 -0.797 -1.940 -0.15 0.01 1.36
C 2.546 0.070 -3.024 -0.21 0.37 0.05
C 1.324 0.672 -3.734 0.13 0.29 0.26
C 0.441 -0.287 -4.486 -0.65 0.26 -0.54
N -0.240 -1.262 -3.655 0.07 -0.77 -0.06
C -1.064 -1.159 -2.614 -0.25 -0.50 0.26
C -1.849 -0.159 -2.111 0.09 -1.07 0.94
C -2.038 1.128 -2.597 -0.13 0.32 -0.27
C -2.782 2.056 -1.951 0.41 0.20 -0.81
C -2.681 3.374 -2.674 -1.11 0.81 0.76
C -3.364 1.778 -0.653 0.82 -0.37 0.54
C -3.064 0.572 -0.055 -0.69 0.13 1.12
C -3.447 -0.045 1.349 0.60 0.98 1.97
N -2.758 0.086 2.469 -2.01 0.46 -0.35
C -3.523 -0.309 3.876 -0.12 -1.74 -0.80
C -2.753 -1.106 5.079 2.01 2.79 -2.55
C -1.701 -2.147 4.532 -0.33 -2.92 0.54
N -1.023 -2.060 3.088 1.78 -0.68 0.70
C -0.275 -3.071 2.698 -0.97 0.08 0.32
C 0.540 -3.405 1.378 -0.86 -0.02 -0.23
C 0.664 -4.747 1.003 0.06 0.97 0.53
C 1.001 -2.447 0.373 -0.34 -1.22 -0.15
O 0.766 -1.233 0.508 0.36 1.48 0.11
C -2.434 -0.477 -0.805 0.74 -0.69 0.51
O -2.332 -1.562 -0.200 0.22 -0.44 -0.69
H 1.796 -6.965 -1.455 -0.01 0.34 0.03
H 0.204 -7.035 -0.706 0.04 -0.17 -0.03
H 1.647 -7.314 0.251 0.02 0.16 0.13
H 2.068 -4.664 -2.133 0.03 -0.05 0.18
H 2.575 -2.621 -2.707 0.17 0.23 0.00
H 1.661 -0.344 -1.138 -0.04 0.44 -0.06
H 3.235 -0.480 -3.662 -0.09 -0.16 -0.24
H 3.103 0.915 -2.590 -0.15 -0.38 0.03
H 1.661 1.406 -4.467 0.18 0.17 0.07
H 0.761 1.213 -2.952 0.13 -0.12 -0.34
H 1.037 -0.849 -5.197 0.14 -0.31 -0.10
H -0.284 0.247 -5.125 0.14 0.03 0.40
H 0.098 -2.200 -3.776 0.08 -0.04 0.02
H -1.147 -2.078 -2.019 0.09 0.13 -0.29
H -1.549 1.414 -3.522 -0.07 -0.11 0.11
H -2.056 3.235 -3.554 -0.07 0.27 0.10
H -2.222 4.124 -2.020 -0.02 0.03 -0.17
H -3.660 3.756 -3.004 0.24 0.01 0.12
H -3.907 2.555 -0.103 0.20 -0.22 -0.27
H -4.389 -0.627 1.343 0.33 0.33 0.08
H -4.350 -0.976 3.536 0.23 0.74 0.20
H -3.901 0.613 4.355 0.18 -0.31 -0.82
H -3.334 -1.317 6.015 -0.12 -0.83 -1.53
H -2.172 -0.286 5.536 0.26 -0.23 -0.34
H -2.156 -3.178 4.585 0.00 0.88 -0.60
H -0.987 -2.308 5.377 0.35 0.68 -1.09
H -0.243 -4.000 3.326 -0.06 0.68 -0.21
H 0.301 -5.491 1.713 0.05 -0.02 -0.21
N 1.400 2.579 3.871 0.10 -0.40 0.46
C 1.439 2.003 4.888 -0.65 -0.70 -0.37
C 1.276 1.153 6.022 -0.40 -0.10 -0.45
C -0.051 1.180 6.580 -0.09 0.34 0.22
N -1.139 1.303 6.983 1.12 -0.28 -0.38
C 2.077 -0.035 6.071 -0.12 0.20 0.09
N 2.725 -0.997 6.077 -0.33 0.46 0.01
C 3.737 3.697 -1.448 -0.60 -0.65 0.34
Si 1.977 4.324 -1.225 -0.87 -1.23 1.17
C 1.641 5.808 -0.058 0.12 -1.66 -0.37
C 1.128 4.650 -2.809 -0.41 -0.30 -0.68
Se 0.643 2.173 -0.618 1.07 1.73 0.24
H 4.520 4.365 -1.128 0.26 0.27 0.06
H 3.919 3.360 -2.472 -0.03 0.18 -0.04
H 3.740 2.795 -0.819 0.33 0.23 -0.06
H 1.999 6.762 -0.417 0.29 0.19 -0.12
H 2.018 5.556 0.932 -0.10 0.32 0.11
H 0.554 5.817 -0.056 -0.16 0.17 0.30
H 0.261 5.275 -2.647 -0.27 0.26 0.00
H 0.752 3.677 -3.113 -0.15 -0.13 -0.22
H 1.701 5.038 -3.637 0.38 0.36 -0.16
```
Positions in Å, forces in eV/Å.

ΔE to the lowest compared entry with this formula, charge and spin	348.3	kJ/mol
E_LUMO	-0.90	eV
net charge	0

And the Mulliken charges, in e, turn out to be:
1. Sr 1.072
2. C -1.671
3. C 0.485
4. C -0.884
5. C 0.190
6. C 0.102
7. N 0.219
8. C -1.042
9. C 1.452
10. C -1.620
11. N -0.019
12. C -0.340
13. C -0.290
14. C -0.102
15. C 1.151
16. C -1.445
17. C -0.575
18. C 0.132
19. C -0.547
20. N -0.009
21. C -0.846
22. C -0.089
23. C -0.883
24. N 0.184
25. C -0.752
26. C 0.627
27. C -0.649
28. C 0.544
29. O -0.341
30. C 0.468
31. O -0.774
32. H 0.349
33. H 0.335
34. H 0.381
35. H 0.320
36. H 0.462
37. H -0.162
38. H 0.478
39. H 0.113
40. H 0.590
41. H -1.069
42. H 0.481
43. H 0.357
44. H 0.372
45. H 0.537
46. H 0.074
47. H 0.281
48. H 0.211
49. H 0.381
50. H 0.460
51. H 0.295
52. H 0.372
53. H 0.350
54. H 0.387
55. H -0.211
56. H 0.431
57. H 0.451
58. H 0.214
59. H 0.382
60. N -0.628
61. C 0.487
62. C -0.320
63. C 0.370
64. N -0.589
65. C 0.355
66. N -0.539
67. C -1.112
68. Si 0.259
69. C -1.004
70. C -0.764
71. Se -0.467
72. H 0.442
73. H 0.304
74. H 0.251
75. H 0.370
76. H 0.309
77. H 0.231
78. H 0.285
79. H -0.050
80. H 0.443

2.
Here is a molecular structure, C22H49N2P3SSeTi in a non-equilibrium geometry from the Open Molecules 2025 dataset. Energies are from ωB97M-V/def2-TZVPD.

Structure (XYZ):
```
79
Properties=species:S:1:pos:R:3:forces:R:3
Ti 0.187 0.122 -0.019 -3.13 -1.41 -0.54
P 1.823 1.811 -0.471 2.17 1.03 -0.27
P -1.187 0.600 -2.283 -0.57 0.29 -1.33
P 1.487 -1.674 -1.498 1.10 -1.11 -1.11
H 1.701 -0.281 3.721 0.56 0.40 -0.45
C 2.117 -0.310 2.699 -0.65 -0.12 -1.65
C 1.238 -0.376 1.634 1.72 -1.45 2.06
H 0.133 -0.335 1.971 1.39 -0.56 -0.66
C 1.462 2.973 0.868 -0.41 0.37 0.40
C 1.970 2.774 -2.005 -0.52 -0.16 -0.43
C 3.566 1.365 -0.113 0.26 -0.35 -0.05
C -2.729 -0.287 -2.737 -0.05 -0.77 0.71
C -1.787 2.309 -2.223 -0.02 0.70 0.54
C -0.404 0.607 -3.932 0.54 -0.13 0.04
C 2.650 -2.775 -0.577 -0.19 0.29 0.32
C 2.613 -0.855 -2.700 0.03 0.42 -0.04
C 0.807 -2.900 -2.698 -0.68 0.07 -0.11
H 3.198 -0.300 2.488 -0.46 -0.34 0.60
H 1.600 -0.971 0.670 0.05 0.80 1.58
H 2.031 2.739 1.789 -0.20 0.14 -0.66
H 0.395 2.981 1.129 0.17 0.23 -0.09
H 1.733 3.966 0.483 -0.05 -0.09 0.30
H 1.013 3.228 -2.271 0.14 0.08 0.06
H 2.268 2.127 -2.837 0.03 0.02 0.19
H 2.726 3.561 -1.906 -0.10 -0.12 0.24
H 3.782 1.475 0.967 -0.11 -0.04 -0.63
H 4.173 2.094 -0.688 -0.10 -0.47 0.38
H 3.814 0.338 -0.445 0.03 0.65 0.27
H -3.279 0.213 -3.553 0.50 0.04 0.29
H -3.398 -0.396 -1.883 -0.02 0.05 -0.04
H -2.478 -1.303 -3.054 -0.02 0.05 -0.09
H -2.676 2.389 -2.862 0.22 -0.01 0.10
H -1.045 3.034 -2.578 -0.14 -0.24 0.00
H -2.069 2.604 -1.207 -0.02 -0.05 -0.17
H -1.163 0.870 -4.677 0.04 -0.01 0.20
H -0.004 -0.375 -4.189 -0.10 0.08 -0.07
H 0.402 1.341 -3.992 -0.07 -0.06 -0.01
H 3.442 -3.072 -1.282 -0.29 0.00 0.24
H 2.110 -3.658 -0.203 0.14 0.23 -0.11
H 3.116 -2.271 0.280 0.05 -0.17 -0.19
H 3.184 -1.652 -3.191 -0.05 0.14 0.11
H 3.322 -0.150 -2.263 -0.10 -0.21 -0.02
H 2.057 -0.322 -3.477 0.01 -0.16 0.14
H 1.641 -3.294 -3.293 -0.04 0.36 0.12
H 0.092 -2.397 -3.359 0.15 -0.21 -0.04
H 0.321 -3.795 -2.294 0.10 0.29 0.27
C -0.418 -4.203 1.145 0.64 -0.35 0.39
C 0.260 -4.033 2.366 0.09 -0.27 -0.47
C 1.082 -5.083 2.818 -0.07 -0.16 -0.22
C 1.264 -6.241 2.040 -0.44 0.05 -0.01
C 0.557 -6.391 0.838 0.12 -0.07 0.43
C -0.302 -5.393 0.400 0.09 0.29 -0.07
Se -1.478 -2.794 0.336 1.28 -0.08 -1.07
H -0.851 -3.265 -0.983 -1.09 0.67 0.94
H 0.177 -3.095 2.935 -0.08 -0.57 -0.16
H 1.568 -5.017 3.792 -0.08 0.09 -0.30
H 1.891 -7.085 2.360 -0.20 0.64 0.07
H 0.655 -7.318 0.268 -0.05 0.32 0.13
H -0.860 -5.571 -0.523 0.05 0.22 0.28
C -0.476 2.193 3.635 0.53 -0.16 0.15
N -1.469 2.801 2.727 -0.56 -1.64 -0.56
C -2.143 3.985 3.266 -0.01 0.91 0.38
C -2.102 2.017 1.822 -1.19 1.82 0.78
S -1.729 0.364 1.461 0.13 -0.62 -0.14
N -3.256 2.432 1.250 1.24 -1.16 -0.47
C -3.394 3.759 0.679 -0.56 0.80 0.36
C -4.093 1.423 0.601 -0.63 -0.55 -0.54
H -0.158 2.953 4.364 -0.04 -0.31 -0.43
H 0.414 1.852 3.079 -0.44 0.16 0.29
H -0.903 1.348 4.207 0.03 0.35 -0.34
H -1.912 4.871 2.666 -0.10 -0.14 0.19
H -3.229 3.877 3.355 0.21 -0.28 -0.18
H -1.750 4.151 4.269 -0.13 0.06 -0.16
H -3.769 3.648 -0.345 0.10 0.19 0.25
H -4.124 4.296 1.284 0.02 0.40 -0.39
H -2.437 4.275 0.684 -0.11 0.11 -0.11
H -5.016 1.888 0.238 0.21 0.07 0.27
H -4.366 0.622 1.299 0.02 0.29 -0.17
H -3.587 0.958 -0.272 -0.32 0.41 0.47
```
Positions in Å, forces in eV/Å.

E_LUMO (spin up / spin down)	-14.57 / -14.56	eV
net charge	+4

And the Mulliken charges, in e, turn out to be:
1. Ti -1.285
2. P 1.476
3. P 1.267
4. P 1.332
5. H 0.340
6. C -0.584
7. C 0.327
8. H -0.072
9. C -1.094
10. C -1.274
11. C -1.407
12. C -1.447
13. C -0.824
14. C -1.380
15. C -0.864
16. C -1.593
17. C -1.414
18. H 0.351
19. H 0.136
20. H 0.395
21. H 0.036
22. H 0.567
23. H 0.341
24. H 0.356
25. H 0.605
26. H 0.463
27. H 0.484
28. H 0.346
29. H 0.548
30. H 0.364
31. H 0.429
32. H 0.514
33. H 0.502
34. H -0.126
35. H 0.544
36. H 0.409
37. H 0.352
38. H 0.578
39. H 0.170
40. H 0.404
41. H 0.592
42. H 0.413
43. H 0.300
44. H 0.556
45. H 0.499
46. H 0.572
47. C 0.436
48. C -0.350
49. C -0.707
50. C -0.521
51. C -0.562
52. C -0.344
53. Se 0.143
54. H -0.013
55. H 0.473
56. H 0.441
57. H 0.444
58. H 0.432
59. H 0.555
60. C -0.504
61. N 0.226
62. C -1.017
63. C 0.259
64. S -0.376
65. N 0.208
66. C -1.358
67. C -1.551
68. H 0.419
69. H -0.233
70. H 0.421
71. H 0.384
72. H 0.355
73. H 0.394
74. H 0.553
75. H 0.357
76. H 0.430
77. H 0.412
78. H 0.435
79. H 0.559

3.
Here is C3H3FS2 in the gas phase in a non-equilibrium geometry from the Open Molecules 2025 dataset. Energies are from ωB97M-V/def2-TZVPD.

Structure (XYZ):
```
9
Properties=species:S:1:pos:R:3:forces:R:3
C 0.295 0.150 -1.017 -1.06 -0.06 0.93
C -0.099 0.051 0.469 -0.20 -0.65 -0.79
C -1.159 -0.623 0.943 0.33 0.51 -0.03
H 2.490 0.897 -0.414 -0.19 0.05 0.31
H -1.346 -0.667 2.016 0.22 0.15 -0.23
H -1.910 -1.096 0.307 0.63 0.20 0.01
F 0.747 0.670 1.331 -0.15 -0.21 -0.36
S 1.719 1.069 -1.493 -0.35 -0.42 -0.15
S -0.737 -0.450 -2.143 0.76 0.43 0.31
```
Positions in Å, forces in eV/Å.

ΔE to the lowest compared entry with this formula, charge and spin	32.6	kJ/mol
E_LUMO	-1.07	eV
net charge	0
structure (SMILES)	C=C(F)C(=S)S

And the natural (NBO) charges, in e, turn out to be:
1. C -0.359
2. C 0.310
3. C -0.403
4. H 0.138
5. H 0.222
6. H 0.240
7. F -0.334
8. S 0.131
9. S 0.056

Number 1: E_tot -121330.5874 eV. Number 2: E_tot -153709.4168 eV. Number 3: E_tot -27546.1625 eV.